{"formula": "C3H6N2", "method": "wB97M-V/def2-TZVPD", "symbols": ["C", "C", "N", "C", "N", "H", "H", "H", "H", "H", "H"], "coordinates": [[-0.317, 0.783, -0.961], [0.350, 0.152, 0.255], [-0.713, -0.134, 1.217], [1.119, -1.061, -0.129], [1.680, -2.041, -0.391], [0.323, 0.855, -1.845], [-1.182, 0.126, -1.143], [-0.674, 1.790, -0.726], [1.054, 0.853, 0.713], [-0.351, -0.420, 2.119], [-1.295, -0.904, 0.896]], "mulliken_charge": [-1.109, 0.268, -0.635, 0.207, -0.418, 0.348, 0.274, 0.295, 0.260, 0.255, 0.254], "charge": 0, "gap_ev": 11.269}

=====

{"formula": "C3H6N2", "method": "wB97M-V/def2-TZVPD", "symbols": ["H", "N", "C", "N", "C", "C", "H", "H", "H", "H", "H"], "coordinates": [[-1.715, -1.604, -0.189], [-1.441, -0.681, 0.062], [-0.197, -0.559, -0.183], [0.708, -1.483, -0.566], [0.440, 0.795, 0.109], [-0.280, 1.886, 0.433], [1.745, -1.407, -0.504], [0.308, -2.469, -0.587], [1.529, 0.887, 0.107], [0.318, 2.757, 0.775], [-1.413, 1.878, 0.543]], "mulliken_charge": [0.179, -0.610, 0.618, -0.442, -0.228, -0.663, 0.224, 0.216, 0.162, 0.243, 0.300], "charge": 0, "gap_ev": 10.045}

=====

{"formula": "C3H6N2", "method": "wB97M-V/def2-TZVPD", "symbols": ["C", "C", "C", "N", "N", "H", "H", "H", "H", "H", "H"], "coordinates": [[0.713, -0.087, -0.064], [-1.312, 1.467, -0.126], [0.280, -1.467, 0.262], [1.991, 0.593, 0.272], [1.813, 0.422, -0.948], [-1.865, 0.750, -0.601], [-0.600, 2.129, -0.771], [-1.413, 1.588, 0.925], [0.223, -2.156, -0.582], [-0.784, -1.482, 0.574], [0.952, -1.757, 1.060]], "mulliken_charge": [0.472, -0.899, -0.892, -0.265, -0.231, 0.333, 0.273, 0.334, 0.290, 0.246, 0.338], "charge": 0, "gap_ev": [9.059, 8.931]}

=====

{"formula": "C3H6N2", "method": "wB97M-V/def2-TZVPD", "symbols": ["H", "N", "C", "N", "C", "C", "H", "H", "H", "H", "H"], "coordinates": [[-0.222, 2.578, -1.193], [0.339, 1.817, -0.737], [-0.379, 0.717, -0.730], [0.107, -0.499, -0.320], [0.687, -0.637, 1.052], [-0.582, -1.391, 0.625], [-1.561, 0.579, -1.019], [0.748, 0.312, 1.601], [1.598, -1.323, 1.168], [-1.607, -1.066, 0.866], [-0.434, -2.436, 0.297]], "mulliken_charge": [0.249, -0.607, 0.114, -0.234, -0.414, -0.325, 0.230, 0.281, 0.183, 0.308, 0.215], "charge": 0, "gap_ev": 10.168}

=====

{"formula": "C3H6N2", "method": "wB97M-V/def2-TZVPD", "symbols": ["C", "N", "N", "C", "C", "H", "H", "H", "H", "H", "H"], "coordinates": [[0.648, -1.438, -0.601], [0.936, -0.215, -0.771], [0.170, 0.756, -0.199], [-1.259, 0.421, 0.178], [-0.298, 0.718, 1.240], [1.359, -2.341, -0.888], [-0.227, -1.778, -0.105], [-1.795, 1.224, -0.497], [-1.501, -0.615, -0.069], [-0.070, 1.759, 1.821], [-0.064, -0.246, 1.626]], "mulliken_charge": [-0.291, -0.288, -0.223, -0.440, -0.170, 0.225, 0.287, 0.222, 0.194, 0.211, 0.274], "charge": 0, "gap_ev": 10.044}

=====

{"formula": "C3H6N2", "method": "wB97M-V/def2-TZVPD", "symbols": ["C", "N", "C", "N", "C", "H", "H", "H", "H", "H", "H"], "coordinates": [[-0.590, 1.561, -0.342], [-0.635, 0.239, 0.179], [0.478, -0.463, 0.415], [1.702, -0.486, 0.716], [0.829, -1.789, 0.076], [-0.526, 2.298, 0.450], [-1.496, 1.698, -0.935], [0.288, 1.634, -0.994], [-1.448, -0.076, 0.679], [0.491, -2.561, 0.747], [0.908, -2.056, -0.991]], "mulliken_charge": [-0.745, -0.218, 0.446, -0.504, -0.518, 0.274, 0.285, 0.270, 0.242, 0.250, 0.219], "charge": 0, "gap_ev": 9.872}

=====

{"formula": "C3H6N2", "method": "wB97M-V/def2-TZVPD", "symbols": ["C", "N", "C", "C", "N", "H", "H", "H", "H", "H", "H"], "coordinates": [[1.491, -0.532, 0.066], [0.218, -0.540, 0.378], [-0.862, -0.278, -0.390], [-2.137, -0.248, 0.201], [-3.192, -0.210, 0.694], [1.777, -0.361, -0.964], [2.221, -0.725, 0.837], [0.967, 1.844, -0.301], [0.002, -0.701, 1.359], [0.229, 1.877, -0.432], [-0.715, -0.127, -1.449]], "mulliken_charge": [-0.517, -0.115, -0.373, 0.184, -0.431, 0.338, 0.239, 0.019, 0.226, -0.008, 0.438], "charge": 0, "gap_ev": [8.164, 8.163]}

=====

{"formula": "C3H6N2O", "method": "wB97M-V/def2-TZVPD", "symbols": ["C", "N", "N", "C", "C", "O", "H", "H", "H", "H", "H", "H"], "coordinates": [[-0.904, -0.943, 1.121], [-0.929, 0.309, 0.391], [-0.142, 0.335, -0.753], [1.161, 1.278, -0.933], [1.073, -0.192, -0.977], [1.666, -1.218, -1.102], [-1.462, -0.794, 2.045], [-1.342, -1.782, 0.567], [0.128, -1.190, 1.365], [-1.877, 0.567, 0.123], [1.584, 1.728, -0.047], [1.044, 1.903, -1.799]], "mulliken_charge": [-0.751, -0.283, -0.126, -0.462, 0.499, -0.505, 0.311, 0.290, 0.280, 0.246, 0.262, 0.239], "charge": 0, "gap_ev": 9.850}

=====

{"formula": "C3H6N2O", "method": "wB97M-V/def2-TZVPD", "symbols": ["C", "C", "N", "N", "C", "O", "H", "H", "H", "H", "H", "H"], "coordinates": [[-1.821, 0.973, 0.730], [0.130, -0.265, 0.220], [-0.845, 0.498, -0.241], [1.093, -0.599, -0.682], [2.186, -1.302, -0.185], [3.166, -1.585, -0.827], [-2.306, 1.884, 0.373], [-1.277, 1.189, 1.650], [-2.575, 0.210, 0.942], [-0.930, 0.831, -1.202], [1.162, -0.290, -1.654], [2.017, -1.546, 0.876]], "mulliken_charge": [-0.733, -0.582, -0.021, -0.040, 0.154, -0.524, 0.339, 0.287, 0.242, 0.267, 0.267, 0.344], "charge": 0, "gap_ev": 9.997}

=====

{"formula": "C3H6N2O", "method": "wB97M-V/def2-TZVPD", "symbols": ["H", "N", "C", "N", "C", "C", "O", "H", "H", "H", "H", "H"], "coordinates": [[-0.366, 2.392, -1.653], [-0.296, 1.387, -1.485], [0.069, 1.172, -0.294], [0.223, -0.157, 0.179], [-0.911, -0.722, 0.896], [1.220, -0.974, -0.294], [1.319, -2.153, -0.029], [0.267, 1.954, 0.453], [-0.658, -1.747, 1.170], [-1.797, -0.727, 0.250], [-1.129, -0.142, 1.799], [1.954, -0.433, -0.919]], "mulliken_charge": [0.270, -0.552, -0.183, 0.053, -0.865, 0.155, -0.545, 0.433, 0.305, 0.320, 0.292, 0.319], "charge": 0, "gap_ev": 10.648}

=====

{"formula": "C3H6N2O", "method": "wB97M-V/def2-TZVPD", "symbols": ["N", "C", "C", "O", "C", "N", "H", "H", "H", "H", "H", "H"], "coordinates": [[1.124, -0.597, 1.735], [1.412, 0.053, 0.633], [-0.920, -0.259, -1.258], [-1.511, -0.373, 0.016], [-0.957, 1.133, -1.751], [-0.908, 2.244, -2.068], [0.479, -1.378, 1.670], [1.436, -0.390, 2.683], [2.079, 0.899, 0.868], [0.146, -0.528, -1.198], [-1.457, -0.925, -1.935], [-0.923, 0.121, 0.606]], "mulliken_charge": [-0.228, -0.411, -0.379, -0.534, 0.384, -0.403, 0.297, 0.197, 0.110, 0.334, 0.297, 0.336], "charge": 0, "gap_ev": 9.760}

=====

{"formula": "C3H6N2O", "method": "wB97M-V/def2-TZVPD", "symbols": ["N", "C", "N", "C", "O", "H", "H", "C", "H", "H", "H", "H"], "coordinates": [[-1.064, -1.249, -0.442], [-0.769, -0.194, 0.056], [-0.668, 0.890, 0.629], [-1.949, 1.497, 0.329], [-2.076, 2.670, 0.178], [-0.501, -1.677, -1.144], [-2.790, 0.766, 0.263], [1.963, -0.547, 0.020], [2.124, -1.624, 0.071], [2.882, 0.001, 0.219], [1.592, -0.269, -0.974], [1.255, -0.265, 0.797]], "mulliken_charge": [-0.531, 0.713, -0.381, -0.018, -0.424, 0.295, 0.300, -1.009, 0.285, 0.303, 0.210, 0.257], "charge": 0, "gap_ev": 11.182}

=====

{"formula": "C3H6N2O", "method": "wB97M-V/def2-TZVPD", "symbols": ["C", "N", "N", "C", "C", "O", "H", "H", "H", "H", "H", "H"], "coordinates": [[0.674, -1.145, 0.100], [-0.594, -1.298, -0.010], [-1.321, -0.149, -0.310], [-0.756, 1.025, 0.339], [0.636, 1.174, -0.216], [1.416, -0.012, 0.009], [1.261, -2.016, 0.349], [-2.268, -0.334, -0.061], [-0.713, 0.968, 1.428], [-1.362, 1.911, 0.095], [1.181, 1.984, 0.314], [0.654, 1.385, -1.294]], "mulliken_charge": [0.061, -0.518, -0.207, -0.487, -0.377, -0.345, 0.398, 0.261, 0.298, 0.365, 0.278, 0.273], "charge": 0, "gap_ev": 9.487}

=====

{"formula": "C3H6N2O", "method": "wB97M-V/def2-TZVPD", "symbols": ["C", "C", "N", "N", "C", "O", "H", "H", "H", "H", "H", "H"], "coordinates": [[-0.466, 0.283, 1.036], [-0.369, 0.043, -1.092], [-1.180, 0.716, -1.694], [0.551, -0.862, -1.036], [1.052, -0.602, 0.437], [2.096, 0.025, 0.544], [-0.720, 1.317, 0.782], [0.014, 0.351, 2.018], [-1.369, -0.329, 1.145], [-1.656, 1.536, -1.351], [1.238, -0.923, -1.782], [0.814, -1.535, 0.971]], "mulliken_charge": [-1.339, 0.498, -0.531, -0.231, 0.222, -0.634, 0.372, 0.349, 0.380, 0.291, 0.286, 0.337], "charge": 0, "gap_ev": 8.681}

=====

{"formula": "C3H6N2O", "method": "wB97M-V/def2-TZVPD", "symbols": ["N", "C", "C", "O", "C", "N", "H", "H", "H", "H", "H", "H"], "coordinates": [[2.439, 0.567, -1.915], [1.750, 0.503, -0.989], [0.818, 0.407, 0.154], [1.246, -0.605, 1.015], [-0.606, 0.099, -0.390], [-1.372, -0.568, 0.657], [0.816, 1.385, 0.662], [0.407, -0.962, 1.375], [-0.512, -0.578, -1.243], [-1.067, 1.026, -0.751], [-2.003, 0.061, 1.140], [-1.916, -1.335, 0.285]], "mulliken_charge": [-0.407, 0.112, 0.266, -0.564, -0.490, -0.601, 0.155, 0.435, 0.386, 0.308, 0.192, 0.208], "charge": 0, "gap_ev": 11.125}

=====

{"formula": "C3H6N2O", "method": "wB97M-V/def2-TZVPD", "symbols": ["H", "N", "C", "C", "O", "N", "C", "H", "H", "H", "H", "H"], "coordinates": [[-1.263, -2.171, 0.244], [-1.684, -1.296, -0.089], [-0.834, -0.366, 0.054], [-1.350, 1.036, -0.251], [-0.903, 2.036, 0.253], [0.466, -0.551, 0.580], [1.576, -0.015, -0.221], [-2.235, 1.090, -0.909], [0.497, -0.199, 1.533], [2.068, -0.794, -0.820], [2.304, 0.374, 0.478], [1.358, 0.856, -0.852]], "mulliken_charge": [0.317, -0.620, 0.469, -0.098, -0.457, -0.356, -0.779, 0.384, 0.282, 0.258, 0.311, 0.288], "charge": 0, "gap_ev": 9.785}

=====

{"formula": "C3H6N2O", "method": "wB97M-V/def2-TZVPD", "symbols": ["N", "C", "O", "C", "C", "N", "H", "H", "H", "H", "H", "H"], "coordinates": [[-1.353, -0.701, 0.927], [-0.100, -0.261, 1.251], [0.362, -0.314, 2.375], [0.716, 0.268, 0.104], [0.591, -0.243, -1.285], [-0.006, 1.030, -0.915], [-1.967, -0.882, 1.708], [-1.780, -0.342, 0.084], [1.695, 0.610, 0.431], [-0.122, -1.032, -1.510], [1.489, -0.248, -1.899], [0.557, 1.813, -1.233]], "mulliken_charge": [-0.415, 0.244, -0.615, 0.082, -0.401, -0.564, 0.259, 0.256, 0.411, 0.216, 0.274, 0.254], "charge": 0, "gap_ev": 10.694}

=====

{"formula": "C3H6N2O", "method": "wB97M-V/def2-TZVPD", "symbols": ["N", "C", "C", "N", "C", "O", "H", "H", "H", "H", "H", "H"], "coordinates": [[2.250, 0.050, -1.661], [1.483, -0.133, -0.812], [0.499, -0.396, 0.273], [0.457, 0.604, 1.319], [-0.926, -0.597, -0.344], [-1.833, 0.420, 0.020], [0.809, -1.349, 0.720], [1.389, 0.886, 1.602], [-0.061, 1.420, 1.008], [-0.832, -0.674, -1.433], [-1.333, -1.541, 0.023], [-1.930, 1.037, -0.713]], "mulliken_charge": [-0.421, 0.097, 0.346, -0.563, -0.535, -0.533, 0.190, 0.246, 0.232, 0.377, 0.250, 0.315], "charge": 0, "gap_ev": 10.750}

=====

{"formula": "C3H6N2O", "method": "wB97M-V/def2-TZVPD", "symbols": ["C", "C", "N", "O", "H", "H", "H", "H", "H", "C", "N", "H"], "coordinates": [[2.110, 0.278, 0.068], [0.938, -0.742, -0.099], [-0.268, -0.371, 0.065], [-0.737, 0.744, -0.064], [2.980, -0.188, -0.532], [2.189, 0.479, 1.136], [1.978, 1.207, -0.473], [1.042, -1.845, -0.106], [-1.094, -1.026, 0.122], [-3.060, 0.530, -0.062], [-3.136, -0.648, 0.009], [-2.942, 1.582, -0.064]], "mulliken_charge": [-0.868, -0.123, 0.231, -0.660, 0.282, 0.249, 0.295, 0.345, 0.266, 0.299, -0.585, 0.270], "charge": 0, "gap_ev": 9.886}

=====

{"formula": "C3H6N2O", "method": "wB97M-V/def2-TZVPD", "symbols": ["C", "N", "C", "N", "C", "O", "H", "H", "H", "H", "H", "H"], "coordinates": [[0.281, -0.869, -1.671], [0.912, 0.837, -1.406], [0.389, 1.055, -0.295], [0.306, 0.295, 0.875], [-0.762, 0.613, 1.692], [-0.793, 0.118, 2.788], [0.145, -1.830, -1.125], [-0.671, -0.489, -2.057], [1.159, -0.927, -2.280], [-0.029, 2.048, -0.210], [1.197, -0.046, 1.254], [-1.592, 1.249, 1.285]], "mulliken_charge": [-0.745, -0.456, -0.083, -0.180, 0.123, -0.516, 0.266, 0.299, 0.315, 0.432, 0.250, 0.294], "charge": 0, "gap_ev": 10.001}